No. 1
{
  "formula": "C4H10N2O2",
  "method": "ωB97M-V with the def2-TZVPD basis set",
  "e_lumo_ev": 0.60,
  "de_lowest_kj_mol": 154.3,
  "largest_force_ev_per_a": 2.59,
  "gap_ev": 9.939,
  "energy_ha": -418.4022,
  "symbols": ["C", "O", "C", "C", "C", "N", "O", "N", "H", "H", "H", "H", "H", "H", "H", "H", "H", "H"],
  "coordinates": [[1.493036, -1.042666, -0.682420], [2.008811, -1.110966, -1.978865], [0.267457, -0.133071, -0.469421], [0.294110, 0.331559, 1.059372], [-0.697937, 1.382413, 1.512284], [-1.766495, 1.657402, 0.737894], [-0.445860, 1.942558, 2.566233], [-1.047728, -0.548847, -0.885632], [2.338016, -0.674949, -0.060644], [1.262141, -2.015299, -0.227276], [1.699589, -1.910231, -2.409239], [0.428793, 0.750239, -1.104300], [1.292030, 0.677098, 1.394328], [0.132915, -0.589433, 1.660238], [-2.242149, 1.142073, 0.021289], [-2.500475, 2.110754, 1.268087], [-1.099426, -0.559982, -1.898239], [-1.416829, -1.408652, -0.503690]],
  "forces_ev_per_a": [[0.2, 0.1, 1.6], [-0.3, -0.2, -0.7], [1.0, 1.6, 1.0], [0.2, -1.2, -1.2], [1.3, -1.0, 0.2], [-2.1, 1.3, 0.8], [-0.7, 0.2, -0.2], [-0.3, -0.4, -0.5], [-0.6, 0.1, -0.3], [0.0, -0.2, -0.4], [-0.1, 0.0, -0.1], [0.3, 0.0, 0.3], [-0.5, -0.1, -0.5], [-0.2, 0.5, -0.1], [1.3, -1.0, -0.4], [0.4, 0.6, 0.2], [-0.1, -0.2, 0.2], [0.3, -0.2, 0.1]],
  "nbo_charge": [-0.077, -0.712, -0.077, -0.509, 0.674, -0.830, -0.617, -0.863, 0.178, 0.156, 0.470, 0.197, 0.246, 0.221, 0.424, 0.385, 0.372, 0.362]
}

=====

No. 2
{
  "formula": "C4H10N2O2",
  "method": "ωB97M-V with the def2-TZVPD basis set",
  "e_lumo_ev": -3.09,
  "de_lowest_kj_mol": 746.7,
  "largest_force_ev_per_a": 6.94,
  "gap_ev": 6.043,
  "energy_ha": -418.1766,
  "symbols": ["C", "N", "C", "O", "C", "C", "O", "N", "H", "H", "H", "H", "H", "H", "H", "H", "H", "H"],
  "coordinates": [[-0.571448, -0.714754, -0.404877], [-1.606155, -1.047494, 0.536592], [-1.101627, -2.259094, 0.996112], [-0.057606, -2.361308, 1.644799], [0.876009, -0.166907, 0.012641], [0.495109, 0.701810, 1.267397], [-0.640695, 2.438818, -1.344128], [1.282949, 0.649694, -1.005690], [-0.539931, -1.409138, -1.192701], [-1.008382, 0.174500, -0.870588], [-0.343120, 3.168054, -1.901655], [-1.808441, -2.994746, 0.599447], [1.486530, -1.050772, 0.237865], [1.376501, 1.194339, 1.695273], [0.070775, -0.017136, 2.006736], [-0.105110, 1.444626, 0.726677], [0.138195, 1.803579, -1.334568], [2.056449, 0.445931, -1.669331]],
  "forces_ev_per_a": [[-6.5, 2.5, -0.6], [3.5, -0.3, -0.6], [0.6, 0.9, 1.4], [-2.0, -0.8, -1.1], [4.0, 0.6, 0.1], [0.4, -0.4, -0.8], [0.4, -0.1, -0.3], [0.0, -0.4, 0.8], [1.2, -1.5, -0.7], [0.3, -0.1, -0.2], [-0.2, -0.1, 0.1], [0.3, -1.3, 0.6], [0.0, 0.3, -0.1], [-0.1, -0.2, -0.3], [-0.3, 0.8, -0.7], [-0.5, 0.1, 1.3], [-0.5, 0.7, 0.0], [-0.7, -0.8, 0.9]],
  "nbo_charge": [-0.303, -0.297, 0.485, -0.574, -0.054, -0.584, -1.003, -0.531, 0.237, 0.243, 0.464, 0.136, 0.219, 0.217, 0.251, 0.248, 0.476, 0.368]
}